Entry 1:
{
  "formula": "C17H20FNO4S2",
  "method": "ωB97M-V/def2-TZVPD",
  "elements": ["C", "C", "C", "C", "C", "C", "C", "H", "C", "H", "O", "S", "H", "H", "H", "C", "H", "H", "C", "C", "O", "O", "C", "H", "H", "H", "H", "C", "H", "F", "N", "H", "H", "H", "S", "H", "C", "C", "C", "O", "H", "H", "C", "H", "H"],
  "xyz": [[-0.941, -2.984, -1.237], [0.000, -4.535, 0.296], [5.548, 1.314, 0.691], [-3.303, 3.197, 0.485], [-0.121, 0.808, 0.712], [0.987, -3.949, 0.738], [-2.859, 1.094, -0.487], [-3.450, 4.039, -0.382], [-1.593, 0.955, -1.175], [-1.938, -4.708, -0.679], [1.770, -0.110, -1.552], [-3.652, -0.668, -0.585], [5.492, 2.420, 0.821], [1.133, 2.115, 1.642], [0.400, -0.391, 1.301], [1.225, -2.831, 0.088], [4.898, 1.702, -1.447], [2.132, -2.026, 0.230], [-4.753, 1.190, 0.910], [4.664, 1.164, -0.548], [2.631, -0.193, 1.202], [-0.285, -0.667, -3.034], [-1.100, -4.160, -0.416], [-2.214, 3.403, 0.974], [1.747, -4.102, 1.118], [-5.658, -0.724, 0.840], [6.371, 0.894, 0.329], [-4.903, 0.027, 0.479], [0.876, 2.408, -0.198], [-0.334, -5.784, 1.136], [-0.676, 0.387, -0.718], [-3.824, 3.685, 1.129], [-1.729, -2.500, -1.699], [-1.708, 0.889, -2.204], [0.401, -0.807, -1.743], [-1.044, 1.034, 1.533], [0.159, -2.261, -0.731], [1.047, 1.668, 0.566], [-3.701, 1.786, 0.395], [3.257, 1.548, -0.376], [5.102, 0.602, 1.491], [4.528, 0.213, -0.839], [2.364, 0.888, 0.557], [-1.434, 2.327, -1.036], [-5.513, 1.643, 1.424]],
  "homo_ev": -7.9,
  "homo_lumo_gap_ev": 7.4
}

Entry 2:
{
  "formula": "C17H20GaN4OS",
  "method": "ωB97M-V/def2-TZVPD",
  "elements": ["H", "C", "Ga", "H", "H", "H", "C", "H", "H", "H", "H", "C", "H", "S", "N", "C", "C", "H", "C", "C", "N", "H", "C", "H", "C", "H", "C", "H", "H", "C", "H", "C", "C", "C", "C", "H", "H", "H", "O", "H", "C", "N", "N", "C"],
  "xyz": [[-0.160, 6.408, -0.132], [-4.984, -3.175, 0.952], [-0.965, -0.180, 0.040], [-2.847, -3.153, 1.063], [-6.771, -0.495, -0.131], [0.090, 5.054, 1.954], [-0.007, 5.381, -2.645], [-1.629, 0.029, 4.449], [1.441, 1.002, -1.907], [1.186, 0.954, -3.597], [0.633, -0.726, 3.743], [0.094, 4.681, -1.411], [-2.309, -0.451, 2.895], [-8.273, -3.123, -0.785], [0.952, 1.378, -2.708], [0.379, 3.370, -3.895], [-0.261, -1.059, 3.219], [0.276, 2.598, 1.763], [0.243, 3.204, 0.864], [-4.636, -0.619, 0.075], [-3.556, -1.333, 0.393], [-4.471, 0.398, -0.262], [-5.931, -1.115, 0.150], [0.538, 2.859, -4.837], [0.090, 4.713, -3.867], [-5.069, -4.201, 1.287], [-0.003, 5.337, -0.170], [-0.013, 5.264, -4.791], [-7.371, -3.330, 2.672], [-1.403, -0.093, 3.390], [-0.146, 6.455, -2.628], [-3.737, -2.585, 0.822], [0.557, 2.647, -2.686], [-6.098, -2.417, 0.604], [0.112, 4.592, 0.977], [0.814, -1.722, 1.656], [-1.148, 0.897, 3.002], [-8.830, -3.881, 1.927], [0.053, -1.139, 1.789], [-0.524, -2.058, 3.564], [-7.461, -3.021, 0.687], [-7.919, -3.444, 1.828], [0.330, 2.548, -0.286], [0.310, 3.293, -1.408]],
  "total_charge": 3,
  "homo_ev": [-17.8, -16.8],
  "homo_lumo_gap_ev": [7.2, 5.3]
}

Entry 3:
{
  "formula": "C17H20INO11P2Ru",
  "method": "ωB97M-V/def2-TZVPD",
  "elements": ["H", "O", "C", "H", "C", "H", "H", "C", "H", "H", "P", "H", "H", "C", "C", "Ru", "P", "H", "O", "C", "C", "C", "O", "C", "H", "H", "O", "H", "O", "O", "N", "O", "H", "H", "O", "C", "H", "C", "O", "C", "C", "C", "H", "H", "O", "H", "C", "O", "C", "I", "H", "C", "H"],
  "xyz": [[-2.720, 2.307, -0.196], [-0.443, -2.339, 1.118], [-1.030, -0.717, -3.752], [-3.818, -2.169, -2.445], [-2.209, 0.625, 3.235], [6.535, 2.169, 1.833], [1.443, -3.894, 0.441], [3.472, 3.246, 2.844], [-2.916, -1.208, 0.508], [0.006, 0.755, -5.258], [-1.290, 0.912, 0.610], [5.101, 0.546, 0.610], [2.657, -3.306, -0.782], [-1.834, -1.568, -3.001], [-3.215, -1.483, -3.025], [0.852, -1.439, -0.653], [-0.913, -1.752, 2.421], [-3.883, -0.181, 1.372], [1.419, -0.139, 1.318], [2.682, 2.315, 2.184], [4.852, 3.174, 2.717], [5.459, 2.209, 1.927], [1.000, -1.522, -2.768], [-3.043, 0.353, -4.579], [1.598, 2.346, 2.247], [3.016, 4.017, 3.450], [-0.899, -0.049, -0.493], [-3.017, 1.333, 3.029], [-0.943, 1.048, -5.378], [1.129, -0.222, -4.562], [-3.120, -0.850, 1.444], [-1.974, -2.488, 3.183], [-4.893, -0.405, -3.828], [-3.494, 1.116, -5.202], [0.261, -1.296, 3.384], [-1.652, 0.235, -4.579], [-2.495, -0.037, 4.053], [2.429, 0.322, 0.717], [2.725, -0.086, -0.434], [0.463, -0.806, -3.698], [-3.814, -0.500, -3.810], [-1.843, -0.172, 1.990], [-1.355, -2.320, -2.390], [0.901, -0.771, 2.848], [-2.808, 1.448, 0.229], [-3.278, -1.647, 2.086], [3.278, 1.343, 1.392], [-0.482, 2.083, 1.007], [1.604, -3.496, -0.554], [6.046, 4.550, 3.739], [-1.335, 1.198, 3.540], [4.658, 1.296, 1.252], [1.127, -4.082, -1.336]],
  "total_charge": -1,
  "homo_ev": [-4.5, -6.0],
  "spin_multiplicity": 6,
  "homo_lumo_gap_ev": [6.5, 7.9]
}

Entry 4:
{
  "formula": "C17H20MoN5O6S3Te",
  "method": "ωB97M-V/def2-TZVPD",
  "elements": ["H", "H", "H", "C", "C", "H", "O", "S", "N", "H", "O", "C", "H", "N", "N", "C", "H", "H", "H", "C", "H", "C", "C", "C", "Te", "S", "C", "O", "H", "C", "N", "O", "C", "H", "Mo", "C", "N", "O", "C", "H", "H", "C", "C", "H", "H", "H", "C", "O", "H", "C", "H", "S", "H"],
  "xyz": [[-3.138, 4.747, 2.406], [-1.475, -1.276, 1.694], [-2.030, 4.304, -3.495], [-1.401, -4.799, 0.241], [0.735, -1.702, 0.194], [-4.822, 3.302, 1.223], [4.620, 0.394, 1.467], [0.025, 1.238, 2.926], [-2.185, 1.187, 1.395], [8.070, -0.864, 1.668], [6.450, -0.548, 0.518], [-1.462, -2.285, 1.302], [-0.912, 1.191, -4.622], [3.373, 0.197, -1.030], [-1.378, -6.168, -0.337], [-2.477, -4.456, 1.044], [7.002, 0.439, 2.264], [5.251, -0.637, -1.417], [2.810, -0.652, -0.970], [-1.182, 1.623, -2.528], [-2.564, 1.581, -4.171], [7.038, -0.551, 1.810], [-1.661, 1.074, -3.833], [5.182, -0.021, 0.487], [2.202, 3.085, 0.809], [-0.890, 3.395, -0.521], [-2.515, 3.754, -2.684], [1.685, -2.090, -0.482], [6.523, -1.253, 2.468], [-2.493, -3.175, 1.575], [4.734, -0.039, -0.791], [-2.294, -6.915, -0.060], [-0.356, -3.949, -0.050], [-2.896, 4.487, -1.974], [0.290, 1.510, 0.494], [-2.920, 3.732, 2.097], [-1.683, 3.299, 2.389], [0.577, -0.571, 0.759], [-3.835, 2.953, 1.468], [-1.011, 3.909, 2.823], [-3.264, -5.167, 1.237], [-1.206, 2.006, 2.031], [-1.561, 2.807, -2.010], [-3.316, -2.868, 2.208], [-3.991, 0.987, 0.517], [-1.880, 0.007, -3.764], [-3.347, 1.648, 1.093], [-0.398, -6.504, -0.961], [3.268, 0.641, -1.930], [-0.396, -2.669, 0.496], [-3.375, 3.238, -3.112], [0.011, 0.663, -1.687], [0.471, -4.241, -0.677]],
  "total_charge": -1,
  "homo_ev": [-3.7, -3.7],
  "homo_lumo_gap_ev": [5.6, 5.6]
}

Entry 5:
{
  "formula": "C17H20N2O11P2PbS3",
  "method": "ωB97M-V/def2-TZVPD",
  "elements": ["H", "O", "S", "H", "H", "C", "C", "Pb", "S", "H", "H", "H", "H", "H", "O", "C", "S", "O", "C", "O", "H", "C", "O", "H", "O", "H", "C", "H", "H", "C", "O", "H", "C", "C", "O", "N", "O", "H", "O", "H", "P", "H", "C", "H", "P", "N", "O", "C", "C", "C", "H", "C", "H", "C", "C", "C"],
  "xyz": [[11.520, 18.469, 4.653], [6.084, 16.329, 7.053], [4.729, 17.877, 8.751], [11.185, 18.326, 9.600], [11.033, 7.157, 6.312], [11.919, 10.162, 8.404], [11.399, 9.067, 7.678], [10.150, 15.108, 8.680], [7.418, 16.921, 9.167], [14.973, 16.489, 10.872], [8.116, 9.964, 7.551], [13.667, 13.195, 11.910], [14.671, 13.020, 10.544], [12.990, 10.154, 8.592], [9.821, 15.403, 6.235], [10.322, 16.447, 5.658], [8.558, 12.325, 8.952], [12.248, 13.998, 8.379], [12.403, 7.972, 7.328], [10.478, 16.537, 4.416], [12.171, 20.428, 8.540], [11.230, 18.492, 8.499], [14.734, 13.813, 8.412], [12.818, 16.763, 13.239], [13.592, 16.160, 8.062], [13.023, 12.734, 10.383], [9.193, 10.007, 7.796], [12.411, 20.489, 6.095], [14.998, 15.350, 12.275], [11.041, 11.172, 8.826], [11.144, 15.927, 10.649], [15.866, 14.995, 10.869], [9.999, 8.944, 7.479], [14.939, 15.459, 11.182], [12.007, 14.295, 12.668], [10.784, 17.493, 7.764], [12.764, 16.742, 12.295], [9.532, 7.992, 7.185], [11.994, 7.046, 6.460], [15.415, 14.390, 7.994], [13.490, 14.865, 8.741], [4.998, 17.146, 5.490], [5.038, 16.247, 6.100], [5.366, 15.462, 5.492], [12.190, 15.403, 11.632], [13.737, 13.255, 10.892], [13.574, 8.012, 7.620], [11.745, 19.653, 7.938], [10.868, 17.569, 6.484], [9.685, 11.188, 8.472], [11.397, 12.028, 9.392], [6.042, 17.125, 8.174], [4.089, 16.108, 6.620], [11.874, 19.714, 6.564], [11.421, 18.695, 5.760], [13.664, 14.779, 10.618]],
  "homo_ev": [-8.5, -8.4],
  "homo_lumo_gap_ev": [5.6, 5.4]
}

Entry 6:
{
  "formula": "C17H20N2O3S",
  "method": "ωB97M-V/def2-TZVPD",
  "elements": ["H", "H", "C", "H", "C", "H", "H", "H", "C", "H", "C", "H", "O", "C", "C", "H", "C", "O", "N", "N", "S", "C", "H", "C", "H", "C", "O", "H", "C", "H", "C", "H", "C", "H", "C", "H", "C", "H", "H", "H", "H", "C", "C"],
  "xyz": [[6.412, 0.797, 1.570], [7.053, 1.455, 3.891], [2.547, 0.358, -1.214], [-1.611, -0.201, 0.045], [-3.495, 2.539, 0.418], [5.445, 2.172, 2.121], [1.247, 0.123, -2.911], [-3.356, -0.665, -1.607], [5.649, 1.111, 2.287], [-3.170, 0.967, -2.298], [-2.089, 0.642, -0.454], [-2.895, 3.222, -0.167], [-1.603, -2.465, -1.272], [6.143, 0.888, 3.710], [-5.031, 0.797, 1.917], [6.345, -0.167, 3.875], [0.619, -1.044, -1.249], [3.838, -0.386, 2.827], [-1.559, -0.290, -2.646], [3.918, 0.523, 0.735], [-0.772, -1.696, -2.156], [1.458, -0.153, -1.890], [2.145, -1.226, 1.755], [0.859, -1.435, 0.053], [0.187, -2.141, 0.517], [1.947, -0.928, 0.739], [-0.288, -2.313, -3.357], [3.210, 1.055, -1.706], [-3.201, 1.182, 0.401], [4.460, 1.148, 0.153], [-2.647, 0.151, -1.793], [-4.762, 4.081, 1.187], [-3.981, 0.316, 1.157], [-6.135, 2.529, 2.526], [4.376, 0.324, 2.014], [-1.337, 1.409, -0.643], [2.801, -0.024, 0.107], [5.385, 1.200, 4.423], [-1.827, -0.397, -3.613], [-5.629, 0.114, 2.503], [-3.757, -0.741, 1.146], [-4.545, 3.022, 1.180], [-5.316, 2.152, 1.931]],
  "homo_ev": -8.9,
  "smiles": "CCC(=O)Nc1ccc(S(=O)(=O)NCCc2ccccc2)cc1",
  "homo_lumo_gap_ev": 9.4
}

Entry 7:
{
  "formula": "C17H20N2O3S2",
  "method": "ωB97M-V/def2-TZVPD",
  "elements": ["H", "H", "H", "C", "C", "O", "H", "C", "C", "C", "C", "S", "O", "H", "H", "N", "C", "H", "N", "C", "O", "H", "H", "S", "C", "H", "C", "C", "H", "C", "H", "H", "H", "C", "H", "C", "H", "H", "H", "C", "C", "H", "H", "C"],
  "xyz": [[-0.776, 0.505, 2.799], [5.403, -2.087, 1.101], [3.682, 3.305, -1.232], [3.903, 2.357, -0.739], [-1.134, 0.692, 1.799], [1.764, 0.357, 1.938], [3.605, 3.230, 1.204], [-2.892, 0.818, 0.191], [-4.088, -1.417, -1.826], [3.291, -0.383, -0.895], [1.230, 1.145, 1.185], [3.142, 1.111, -1.845], [-5.419, 0.833, 0.932], [-4.244, -0.626, -2.555], [1.442, -3.098, -0.135], [1.877, 2.196, 0.627], [-4.625, -1.922, 0.500], [-4.530, -2.342, -2.199], [-4.762, -1.022, -0.616], [-0.648, 1.276, -0.490], [-4.898, 1.342, -1.428], [0.062, 1.517, -1.268], [-3.214, 0.337, 2.237], [-4.624, 0.599, -0.235], [-0.218, 1.054, 0.816], [4.983, 2.218, -0.715], [3.312, 2.319, 0.668], [4.448, -0.689, -0.195], [3.676, 1.450, 1.223], [3.428, -2.723, 0.571], [-3.012, -1.572, -1.672], [5.299, -0.025, -0.223], [3.479, -3.630, 1.156], [2.212, -1.255, -0.882], [1.377, 2.811, 0.005], [-2.478, 0.583, 1.489], [-5.101, -2.873, 0.256], [1.321, -1.007, -1.440], [-3.574, -2.105, 0.761], [-1.991, 1.150, -0.803], [4.507, -1.857, 0.544], [-5.140, -1.470, 1.344], [-2.358, 1.325, -1.802], [2.286, -2.425, -0.151]],
  "homo_ev": -8.5,
  "smiles": "CN(C)S(=O)(=O)c1ccc(C(=O)NCCSc2ccccc2)cc1",
  "homo_lumo_gap_ev": 8.7
}

Entry 8:
{
  "formula": "C17H20N2O3S2",
  "method": "ωB97M-V/def2-TZVPD",
  "elements": ["H", "C", "C", "H", "C", "H", "O", "C", "N", "C", "O", "H", "C", "C", "C", "H", "H", "H", "C", "H", "S", "C", "H", "H", "H", "H", "C", "C", "H", "C", "C", "C", "H", "N", "H", "S", "C", "C", "H", "H", "O", "H", "H", "H"],
  "xyz": [[0.134, 3.044, -3.883], [2.402, 4.500, -2.034], [1.773, -1.316, 1.575], [-0.036, 0.738, -1.479], [-2.261, -3.290, 0.527], [2.301, -1.783, 2.624], [2.320, 0.359, -0.357], [2.084, 3.968, -0.735], [-0.359, -2.192, 2.023], [-0.852, -0.752, 2.301], [-2.697, -2.807, 3.008], [-1.668, -0.737, 3.003], [0.505, 0.128, 2.609], [-2.107, -3.907, -0.524], [1.717, 0.728, 0.520], [2.539, -1.497, 0.847], [-4.047, -1.731, -2.235], [0.677, -0.223, 3.521], [0.538, -2.346, 1.032], [-1.371, 1.678, -1.343], [-1.705, -3.150, 2.086], [-0.537, 1.433, -1.844], [-0.001, 1.067, 2.523], [-0.063, 1.956, 0.913], [0.432, -2.141, 0.053], [1.425, 2.538, 1.380], [-2.636, -3.586, -1.858], [-3.407, -2.238, -1.502], [2.503, 4.288, 0.392], [1.732, 4.230, -3.018], [1.067, 3.037, -0.723], [0.471, 2.413, -1.817], [-1.485, -4.953, -0.473], [1.518, -0.012, 1.790], [-2.392, -4.238, -2.714], [-3.290, -1.808, 0.118], [0.830, 3.117, -2.896], [1.037, 2.052, 0.542], [-1.313, -0.380, 1.121], [-0.855, 1.410, -2.961], [-1.159, -4.556, 2.095], [2.039, 4.984, -3.794], [3.178, 5.421, -1.769], [1.018, -3.446, 1.358]],
  "homo_ev": -8.9,
  "smiles": "Cc1ccccc1CC(=O)N1CCN(S(=O)(=O)c2cccs2)CC1",
  "homo_lumo_gap_ev": 9.2
}

Which calculated total energy belongs to each record? In order, -52005.6844 -89146.0535 -71234.3390 -79343.9185 -99791.1275 -37912.0395 -48746.8765 -48733.9712 eV.